15
Properties=species:S:1:pos:R:3:mulliken_charge:R:1 method="wB97M-V/def2-TZVPD" largest_force_ev_per_a=5.9 orbital_gap_ev="8.23 / 8.23" total_charge=+2 homo_energy_ev="-17.09 / -17.09" energy_ha=-457.43722
O -0.217 2.092 0.584 -0.26
C 0.388 0.964 0.378 0.85
O 0.183 0.232 -0.590 -0.54
O 1.158 0.623 1.361 -0.27
C 1.211 -0.767 1.728 -0.63
H 1.652 -0.783 2.734 0.27
H 0.272 -1.298 1.924 0.31
H 1.689 -1.331 0.854 0.28
C -1.350 2.416 -0.234 -0.58
H -1.679 3.400 0.107 0.25
H -1.059 2.460 -1.290 0.27
O 0.225 -3.365 -2.376 -0.97
La -0.903 -1.347 -2.215 1.90
Li 0.566 -4.961 -2.872 0.88
H -2.136 1.664 -0.093 0.27